# C4HCoO2

C4HCoO2 as an isolated structure (ωB97M-V with the def2-TZVPD basis set, OMol25).

```
! wB97M-V def2-TZVPD RIJCOSX def2/J DEFGRID3
* xyz 0 5
O -1.929 -1.391 -0.653
C 0.230 -0.053 0.863
C -1.056 0.857 0.099
O 1.839 1.025 -0.439
C 0.863 1.114 0.422
C -1.281 -0.416 -0.077
H -1.422 -1.782 -1.379
Co 2.757 0.646 1.165
*
```

Calculated values
HOMO level (alpha / beta), eV: -6.7627 / -8.6176
Orbital gap (alpha / beta), eV: 5.214 / 7.087
ΔE to the lowest compared entry with this formula, charge and spin, kJ/mol: 276.10
Energy, eV: -45873.7272
<S²>: 6.05

***

# C4HI3O

The molecule C4HI3O (ωB97M-V with the def2-TZVPD basis set, OMol25).

```
! wB97M-V def2-TZVPD RIJCOSX def2/J DEFGRID3
* xyz 0 1
O 0.208 -1.067 0.536
I 0.610 1.142 -3.260
C 0.387 0.272 -1.458
C -0.333 -0.131 1.359
C -0.667 1.088 1.044
C 0.489 -0.803 -0.768
H -0.460 -0.588 2.342
I -1.464 2.805 1.733
I 1.230 -2.719 -1.529
*
```

Calculated values
HOMO level (alpha / beta), eV: -8.7100 / -8.8005
Orbital gap (alpha / beta), eV: 7.638 / 7.174
Energy, eV: -30507.3999

***

# C4HLaLiO4

C4HLaLiO4 as an isolated structure (ωB97M-V with the def2-TZVPD basis set, OMol25).

```
! wB97M-V def2-TZVPD RIJCOSX def2/J DEFGRID3
* xyz 3 1
C -1.187 -1.296 -0.518
C -2.232 -1.348 0.090
Li -1.382 1.156 0.125
O -1.311 3.232 -0.002
O 0.502 0.610 0.106
C 0.929 -0.550 -0.172
La 3.092 1.212 0.633
O 0.102 -1.435 -0.759
H -3.259 -1.353 0.419
C -1.136 4.341 -0.144
O 2.017 -0.960 0.252
*
```

Calculated values
HOMO level, eV: -20.7618
Orbital gap, eV: 5.614
Energy, eV: -13385.4351

***

For the records above, the corresponding F_max values read 2.94; 1.57; 3.73 eV Å⁻¹.